ORCA calculation (ωB97M-V with the def2-TZVPD basis set) on one molecule with the formula C26H42N2O.

Geometry as XYZ:
```
71
Properties=species:S:1:pos:R:3
H 4.11683 2.57251 1.25932
O 2.95314 -0.38048 -1.99300
C -1.31276 -1.46694 1.44888
H 1.51883 -3.33668 -3.18011
H 1.01805 -0.47659 -0.55795
C 0.22306 -3.22257 -1.46496
H 1.20816 2.15120 2.06036
H -2.03828 -4.53881 0.15387
C -3.53924 -0.63573 -1.60078
H -5.45358 -0.00330 -0.80445
C 1.99691 2.75218 1.60213
H -1.64048 3.04715 -2.06440
C -4.75427 -0.82932 -0.70196
C -2.99572 -3.60510 1.82663
H -2.56766 0.62895 -0.17979
C -1.22608 -2.59224 0.59365
H -2.88533 -1.50325 -1.48775
H 5.31490 -2.19087 1.18944
C 4.48912 -1.60763 0.77446
C 3.32066 1.99652 1.73582
H -1.76928 0.56279 -1.75710
H -3.67334 -4.42903 1.99690
H 2.39866 0.06535 1.51497
C -2.08461 -3.67205 0.79696
C 3.26627 0.59988 1.11945
H -3.03894 3.10620 0.59570
H 0.51908 -4.18682 -1.03652
H 5.28711 -0.74697 -1.04038
C -0.89578 2.93961 0.43224
C -3.43134 1.91610 -1.67719
H -0.91309 2.85665 1.52176
H 0.16908 4.09467 -1.03201
H -3.85756 -0.59070 -2.64509
C -0.20230 -2.30506 -0.36312
H -2.22837 4.58390 0.09832
H -0.63086 -3.41331 -2.12236
H -0.76162 1.94471 0.00988
C 4.64327 -1.58002 -0.75579
H 1.12985 -1.67538 -2.68347
C 1.36693 -2.67584 -2.31717
H 3.15493 0.68914 0.04092
H -3.70659 1.83703 -2.73254
C 1.63222 3.07906 0.15443
H 3.55839 -2.11352 1.04421
H 0.30551 4.72253 0.60879
C 0.29284 3.80590 0.01387
H 1.59388 2.16260 -0.43597
H 3.56688 1.90876 2.79804
C -2.73913 0.62114 -1.25643
C 0.26713 -1.06054 -0.06560
C 3.32739 -1.42817 -1.50135
H 2.06276 3.68610 2.16673
H -3.10869 4.00828 -1.94303
N -0.38486 -0.56131 1.03009
H -2.29068 -0.53994 3.13087
H 4.61430 -0.34200 2.50204
H -4.44378 -0.89779 0.33866
H -0.22057 0.34493 1.43428
H 2.42097 3.70578 -0.26815
C -2.24136 3.50007 -0.03823
H 5.40016 0.32014 1.07039
C -3.06956 -2.48720 2.66232
H -4.35342 2.04169 -1.10602
C -2.23205 -1.40664 2.48807
C -2.56733 3.16858 -1.50059
H 5.11550 -2.50680 -1.08948
H 2.95498 -3.40347 -1.14216
N 2.60877 -2.56700 -1.58477
H -3.80103 -2.47212 3.45701
H -5.27403 -1.74892 -0.96128
C 4.51709 -0.22001 1.41947
```

The calculation puts the frontier orbital gap at 8.6 eV. The calculation puts the highest occupied orbital energy at -7.84 eV. The SMILES is CCCCCCCCCCCCCCCC(=O)NCCc1c[nH]c2ccccc12. As for the charge: 0.

ORCA calculation (ωB97M-V with the def2-TZVPD basis set) on C4H10O as an isolated structure.

Geometry as XYZ:
```
15
Properties=species:S:1:pos:R:3
H 0.88645 1.22328 1.07476
C 0.46776 0.52982 0.32868
C 0.12432 -0.88072 1.57326
H 0.98820 1.94401 -1.32277
C -0.84077 -0.13939 0.76733
H -1.56127 0.59123 1.25272
H 0.58446 -1.75042 1.04417
H 0.12416 -2.23275 -2.11057
H -1.34591 -0.70193 -0.09422
H -0.15455 0.52529 -1.73556
H 1.24258 -0.05359 -0.09411
C 0.08693 1.33488 -0.98506
H -0.80593 1.96676 -0.83191
O 0.09600 -1.46854 -1.49240
H 0.10757 -0.88794 2.62567
```

The calculation puts the frontier orbital gap at 5.6 eV. The calculation puts the highest occupied orbital energy at -7.15 eV. As for the charge: 0.

ORCA calculation (ωB97M-V with the def2-TZVPD basis set) on a 2-piece molecular cluster, C5H15NO overall.

Geometry as XYZ:
```
22
Properties=species:S:1:pos:R:3
C -0.94039 0.06351 -1.97656
H -0.56200 -1.97589 -1.34766
H -1.23583 0.97739 -1.45787
H 1.61978 -2.16070 0.87247
C -0.54327 -0.96578 -0.93289
C 1.04788 0.16467 0.66595
H -0.43600 1.79969 1.15572
H 2.12346 0.23141 0.78049
H -1.21137 -0.98274 -0.06013
H -2.26830 0.79967 2.68643
H -0.23047 0.31504 -2.75755
H 1.19530 2.21413 0.99507
O -2.48669 1.68031 2.32767
H 1.09300 -2.70496 -0.74142
H 0.53820 -0.29935 1.52064
C 0.43787 1.56331 0.57112
H 0.33406 1.87600 -0.46478
H -1.62405 1.97744 1.98837
H -1.88531 -0.16004 -2.47317
H 2.58433 -1.78897 -0.65259
N 0.84514 -0.70456 -0.51427
C 1.60464 -1.91957 -0.18504
```

The calculation puts the frontier orbital gap (alpha / beta) at 2.8 / 8.8 eV. The calculation puts the highest occupied orbital energy (alpha / beta) at 1.19 / -5.11 eV. As for the expectation value of S²: 0.751. Its multiplicity is 2. As for the charge: -1.

ORCA calculation (ωB97M-V with the def2-TZVPD basis set) on one molecule with the formula C4H10N2O2.

Geometry as XYZ:
```
18
Properties=species:S:1:pos:R:3
N -1.29631 -1.42793 0.88027
H 2.11844 -1.82290 -1.82045
H -1.82983 1.15126 0.59799
H -1.60094 -0.90291 1.73966
H -0.75798 -2.21289 1.28989
O -0.23432 0.77495 1.86781
H -0.29493 2.80553 -0.07573
H -1.21370 -0.63351 -1.02841
C 0.83205 -0.81088 -0.41334
C -0.64849 -0.53117 -0.07587
O 1.78025 -0.38833 0.23051
C -0.68087 0.87799 0.50558
H 0.78115 0.68288 1.89317
C 0.12645 1.88045 -0.29034
H 0.40545 -1.77497 -2.10106
H 1.21961 2.05425 -0.25462
H 0.19276 1.84517 -1.43080
N 1.10121 -1.56697 -1.51427
```

The calculation puts the frontier orbital gap at 10.0 eV. The calculation puts the highest occupied orbital energy at -9.16 eV. The SMILES is C[C@H](O)[C@H](N)C(N)=O. As for the charge: 0.

ORCA calculation (ωB97M-V with the def2-TZVPD basis set) on C6H19O4 as an isolated structure.

Geometry as XYZ:
```
29
Properties=species:S:1:pos:R:3
O 2.61656 2.47832 -0.10129
H 2.23615 2.51327 -0.91794
H -1.66607 -0.28732 -1.98959
H -1.41573 0.56478 1.89241
H -3.07074 -1.25224 0.09352
O -0.25564 2.91643 -0.42278
H -0.64421 -2.19113 -1.86595
H -0.51580 2.22726 -0.95591
H 1.73958 0.33664 -0.86634
C 0.92271 -1.57715 -0.35555
H -0.66400 0.66284 -0.74971
H 0.86369 -1.06879 0.66531
C -2.36814 -0.26287 0.14806
H -0.98890 -2.27775 -0.27599
H 1.08914 -0.52816 -2.19214
C -1.26431 -0.25455 -0.99248
H -0.21254 2.68347 0.54295
O -1.72365 -0.49898 1.33449
H 2.68183 -0.86084 -1.27458
H 2.37089 -3.17793 -0.09660
C 1.34404 -3.06078 -0.21918
H 1.16646 -3.61530 -1.20369
H 0.54284 -3.51121 0.49523
H 1.92452 2.12517 0.61696
H -3.04915 0.54096 0.27179
H -0.48702 0.92707 3.14374
C 1.64934 -0.66640 -1.27355
C -0.49269 -1.61447 -0.96940
O -0.71811 1.45504 2.51948
```

The calculation puts the frontier orbital gap at 7.7 eV. The calculation puts the highest occupied orbital energy at -4.17 eV. As for the charge: -1.

ORCA calculation (ωB97M-V with the def2-TZVPD basis set) on one molecule with the formula C20H18N2O4S.

Geometry as XYZ:
```
45
Properties=species:S:1:pos:R:3
H -1.80635 1.46050 2.39767
C -2.36042 -0.69311 0.83139
C -3.10237 -4.08083 -1.84485
H -3.89047 -2.74249 -0.36983
C -1.72950 -2.76403 -0.39886
H 2.93120 1.67130 1.76073
H -3.23617 -0.74642 0.18080
C -0.06740 1.65710 -1.03166
H 0.43665 1.72600 -1.98336
C 1.55423 0.03527 1.72968
O 0.13308 -3.41312 1.74579
H -1.98339 -5.35416 -3.17664
C -1.94300 -4.61517 -2.39295
C 1.10254 -1.05087 1.00713
O 1.74859 3.78738 -1.44225
H 3.11040 -0.85183 -1.68289
O 1.23744 4.63746 0.56643
H 3.90725 1.11690 -0.43624
C -1.53357 0.52127 0.49832
C -0.91010 0.60500 -0.74348
N -1.55259 -1.88110 0.64641
C 1.12028 3.72798 -0.41320
H 1.26964 -2.25725 -0.72649
H -2.68238 -0.65535 1.87472
C 0.15964 2.65054 -0.08163
H -0.31717 3.36248 1.87939
C 1.65617 -1.39228 -0.21025
C -0.48778 2.58791 1.14864
H 0.20706 -4.53519 -2.28781
H 1.10087 0.25054 2.68379
H 3.15556 5.29869 0.15520
C 3.12289 0.50040 -0.02360
C -0.73267 -4.16584 -1.89837
H -4.07340 -4.40114 -2.19418
O -0.65910 -1.40550 2.91452
H 1.84974 6.25959 -0.56441
N -0.62485 -3.25808 -0.94287
H -1.07401 -0.17338 -1.47464
C -3.00516 -3.14745 -0.83364
C 2.67125 -0.60478 -0.72828
S -0.23074 -2.03329 1.69678
C -1.32507 1.52615 1.43387
C 2.57183 0.81677 1.20747
H 2.12989 6.32838 1.20337
C 2.15146 5.69507 0.32029
```

The calculation puts the frontier orbital gap at 9.2 eV. The calculation puts the highest occupied orbital energy at -8.90 eV. The SMILES is COC(=O)c1ccc(CN(c2ccccn2)S(=O)(=O)c2ccccc2)cc1. As for the charge: 0.

ORCA calculation (ωB97M-V with the def2-TZVPD basis set) on C10H23IN2O3P as an isolated structure.

Geometry as XYZ:
```
40
Properties=species:S:1:pos:R:3
C 2.31422 3.20207 -1.81750
N 0.95637 -1.07981 0.60674
C 2.33203 1.72326 -2.12764
H -2.73216 2.17814 -2.47821
H 1.72040 3.39158 -0.93730
I 3.34574 -2.50283 -1.00866
C -0.12893 -0.44489 3.19385
H -1.16485 2.10263 -1.66833
H 1.64741 -2.69883 1.63559
H 1.85744 -1.35784 0.08229
H -2.59115 2.82467 -0.85050
H 0.07373 -2.99111 0.97413
O 2.89583 1.25263 -3.09595
O 1.64395 0.99528 -1.20779
H -0.62969 -0.41201 4.16177
H -0.91038 -2.39377 2.88950
P -0.33788 -0.68966 -0.49012
C 0.69024 -2.22104 1.45770
H -3.77669 -1.29042 -1.88220
C -2.23779 2.05428 -1.51926
C 1.15965 0.35253 3.34462
H 1.87583 3.68620 -2.67965
H -0.70173 -2.04933 -0.63963
N -1.90168 -0.36956 -1.58343
O -3.51004 0.56432 -0.17277
H -2.87972 -2.00385 -0.58358
C -2.77561 -1.56160 -1.57127
C 0.06331 -1.91283 2.84973
C -2.61937 0.68852 -1.00936
H -0.87591 0.22089 0.43532
H 3.33506 3.53279 -1.68807
H 1.21002 -0.68730 -2.38697
H -2.39763 -2.27982 -2.28863
H 0.68384 -2.34895 3.62723
H -0.81226 0.05112 2.51493
H 0.90900 1.41149 3.35159
H 1.84810 0.19908 2.52716
H 1.63122 0.14858 4.30203
C 0.71087 0.07454 -1.79766
H 0.07921 0.64085 -2.46970
```

The calculation puts the frontier orbital gap at 6.9 eV. The calculation puts the highest occupied orbital energy at -4.10 eV. As for the charge: -1.